(1)
Density functional theory data (the ωB97M-V functional and the def2-TZVPD basis) for a structure of composition C52H40F6InN6O6S2.

Total charge = -1
Orbital gap = 6.3 eV
Highest occupied orbital energy = -4.920 eV
LUMO level = 1.43 eV
Relative energy (zero: lowest compared OMol25 entry of this formula, charge and spin) = 4.9 kcal per mole

Each line ends with the Löwdin charge.
Geometry (Å):
In1 0.56 0.11 0.26  0.84
S1 0.97 -0.60 3.79  0.56
S2 -1.25 -1.91 4.76  0.90
F1 2.49 -1.84 5.56  0.14
F2 -3.76 -1.68 5.46  0.09
F3 -2.53 -0.13 6.33  0.12
F4 1.53 -3.15 4.11  0.13
F5 3.22 -1.93 3.52  0.13
F6 -3.05 -0.06 4.22  0.12
O1 -1.03 -2.75 5.94  -0.45
O2 0.67 -1.03 2.42  -0.36
O3 1.75 0.60 3.93  -0.26
O4 -0.13 -1.80 -0.26  -0.20
O5 -2.09 -0.88 1.57  -0.02
O6 1.06 0.74 -1.65  -0.20
N1 -1.68 0.49 -0.82  0.15
N2 2.62 -1.17 0.28  0.10
N3 2.54 1.31 0.81  0.02
N4 -0.22 -0.62 4.76  -0.37
N5 -0.01 1.94 1.38  0.02
N6 3.70 0.90 0.64  0.13
C1 -1.29 -3.67 -3.73  -0.08
C2 0.67 1.84 -2.38  -0.47
C3 -1.64 -4.88 2.93  -0.08
C4 3.93 4.68 -2.42  -0.11
C5 0.40 2.36 -4.88  -0.03
C6 -0.27 -0.27 -5.41  -0.07
C7 0.41 1.43 -3.84  -0.13
C8 -2.15 2.84 4.26  -0.09
C9 -2.42 2.43 1.53  -0.02
C10 -0.92 -3.06 -2.53  -0.02
C11 2.11 -1.96 4.28  -0.67
C12 -0.67 2.43 -1.85  -0.05
C13 3.74 -0.50 0.51  -0.29
C14 -2.60 -0.47 -0.74  -0.18
C15 -2.93 -3.88 -1.52  -0.04
C16 5.02 -2.51 0.64  -0.06
C17 1.63 5.23 1.62  -0.08
C18 -0.28 0.66 -6.44  -0.11
C19 -1.31 -2.50 -0.10  -0.42
C20 -3.39 3.03 3.66  -0.11
C21 -3.73 0.38 -2.66  -0.04
C22 1.78 2.89 -2.35  -0.15
C23 2.65 5.15 -2.22  -0.09
C24 -3.30 -4.48 -2.71  -0.09
C25 -0.65 -5.80 2.64  -0.09
C26 -1.14 -3.65 0.90  -0.12
C27 -2.71 -0.85 5.23  -0.74
C28 3.84 -3.21 0.44  -0.05
C29 -2.42 -1.50 0.35  -0.25
C30 -1.75 1.40 -1.80  -0.25
C31 1.58 4.26 -2.19  -0.04
C32 -2.48 -4.37 -3.83  -0.10
C33 0.65 4.28 1.69  -0.01
C34 -1.18 2.24 2.13  -0.28
C35 -2.76 1.36 -2.75  0.00
C36 0.92 2.91 1.38  -0.23
C37 2.95 4.93 1.26  -0.11
C38 2.66 -2.50 0.26  -0.09
C39 4.15 3.32 -2.57  -0.08
C40 3.27 3.63 0.96  -0.02
C41 -0.17 -4.62 0.61  -0.03
C42 -1.89 -3.82 2.06  -0.05
C43 3.09 2.44 -2.54  -0.02
C44 4.97 -1.13 0.67  -0.01
C45 -1.74 -3.15 -1.42  -0.14
C46 0.07 0.11 -4.12  -0.01
C47 0.06 1.98 -6.17  -0.09
C48 -3.66 -0.55 -1.64  0.00
C49 -3.52 2.81 2.29  -0.08
C50 2.28 2.64 1.02  -0.21
C51 0.08 -5.67 1.46  -0.08
C52 -1.07 2.43 3.51  -0.04
H1 0.08 -0.60 -3.31  0.10
H2 -3.56 -4.00 -0.64  0.12
H3 3.70 5.71 1.20  0.10
H4 4.26 3.34 0.67  0.11
H5 4.77 5.38 -2.44  0.09
H6 -0.54 -1.30 -5.61  0.09
H7 -0.50 2.82 -0.84  0.11
H8 0.58 4.65 -2.01  0.11
H9 0.07 2.71 -6.97  0.09
H10 5.96 -3.03 0.78  0.11
H11 -1.22 -1.18 1.87  0.03
H12 -0.36 4.56 1.96  0.11
H13 -2.04 2.97 5.33  0.11
H14 -0.55 0.36 -7.44  0.09
H15 -2.65 -3.10 2.32  0.10
H16 -4.54 0.33 -3.38  0.11
H17 -4.22 -5.04 -2.77  0.10
H18 3.25 1.37 -2.64  0.12
H19 -2.77 2.10 -3.54  0.12
H20 -1.00 3.26 -2.48  0.12
H21 1.71 -2.98 0.09  0.08
H22 -4.48 2.95 1.81  0.10
H23 -2.76 -4.84 -4.76  0.09
H24 -0.10 2.27 3.97  0.11
H25 -4.24 3.34 4.25  0.09
H26 0.84 -6.40 1.21  0.10
H27 1.36 6.26 1.85  0.10
H28 -4.39 -1.34 -1.53  0.11
H29 5.84 -0.51 0.84  0.11
H30 -2.21 -4.95 3.84  0.10
H31 -2.54 2.29 0.47  0.10
H32 2.46 6.20 -2.07  0.10
H33 3.82 -4.29 0.43  0.10
H34 0.38 -4.54 -0.33  0.12
H35 0.67 3.39 -4.68  0.11
H36 0.00 -2.51 -2.44  0.11
H37 -3.37 -2.03 0.48  0.15
H38 -0.45 -6.61 3.32  0.10
H39 -0.63 -3.59 -4.59  0.09
H40 5.16 2.94 -2.71  0.10


(2)
Density functional theory data (the ωB97M-V functional and the def2-TZVPD basis) for a structure of composition C52H41MnO6P2S.

Total charge = +3
2S+1 = 2
Orbital gap (spin up / spin down) = 5.2 / 5.2 eV
Highest occupied orbital energy (spin up / spin down) = -15.124 / -15.170 eV
LUMO level (spin up / spin down) = -9.94 / -9.95 eV

Each line ends with the Löwdin spin population.
Geometry (Å):
Mn1 -0.02 -0.07 -0.71  0.95
S1 -1.52 -0.66 0.89  -0.01
P1 1.00 1.53 0.99  0.01
P2 0.14 -2.40 -1.09  0.01
O1 -0.92 2.02 -0.61  0.01
O2 -1.31 0.62 -2.66  0.02
O3 1.80 1.54 -4.08  0.00
O4 -2.75 -1.32 0.43  -0.01
O5 1.26 0.52 -2.17  0.00
O6 -2.95 3.02 -0.61  0.00
C1 -0.45 4.00 0.69  0.00
C2 4.69 4.00 -0.15  0.00
C3 2.08 0.93 5.39  0.00
C4 1.16 1.93 5.07  0.00
C5 0.94 1.06 -3.22  0.00
C6 2.66 3.80 1.10  0.00
C7 1.93 -2.45 -3.29  0.00
C8 0.76 -2.85 4.20  0.00
C9 -2.10 4.39 2.35  0.00
C10 -3.99 4.07 3.81  0.00
C11 -0.97 -1.40 3.45  0.00
C12 1.09 -3.16 -2.43  0.00
C13 2.60 0.13 4.38  0.00
C14 2.82 -4.08 1.53  0.00
C15 0.95 -4.54 -2.62  0.00
C16 -1.65 -4.33 -0.11  0.00
C17 0.77 2.12 3.76  0.00
C18 2.61 -3.10 -4.31  0.00
C19 -0.61 -1.56 2.12  0.00
C20 -2.15 0.75 1.81  0.00
C21 -2.25 -3.20 -2.16  0.00
C22 2.72 -4.25 4.13  0.00
C23 0.48 -2.42 1.75  0.00
C24 -2.20 2.26 -1.11  0.00
C25 3.79 4.52 0.78  0.00
C26 -1.08 4.89 1.49  0.00
C27 -2.47 1.37 -2.31  0.00
C28 -3.40 -3.97 -2.25  0.00
C29 -1.38 -3.38 -1.09  0.00
C30 -0.31 -2.05 4.51  0.00
C31 2.47 -4.47 -4.48  0.00
C32 -2.38 3.03 2.41  0.00
C33 1.67 -3.65 5.09  0.00
C34 -0.62 2.52 0.74  0.00
C35 -0.49 1.21 -3.65  0.00
C36 2.29 -3.81 2.76  0.00
C37 -1.69 2.04 1.68  0.00
C38 3.30 2.06 -0.43  0.00
C39 -3.68 -4.91 -1.27  0.00
C40 -3.33 0.50 2.57  0.00
C41 -3.03 5.14 3.23  0.00
C42 1.28 1.31 2.75  0.00
C43 1.64 -5.19 -3.63  0.00
C44 2.14 -3.58 0.40  0.00
C45 1.00 -2.80 0.46  0.00
C46 -2.81 -5.10 -0.21  0.00
C47 -3.50 2.78 3.22  0.00
C48 -3.99 1.48 3.29  0.00
C49 2.19 0.30 3.07  0.00
C50 1.14 -3.00 2.85  0.00
C51 2.38 2.58 0.47  0.00
C52 4.46 2.77 -0.74  0.00
H1 0.09 2.93 3.53  0.00
H2 2.72 1.43 -3.77  0.00
H3 3.26 -2.55 -4.97  0.00
H4 2.40 0.80 6.41  0.00
H5 -2.46 5.68 4.00  0.00
H6 -0.65 -1.90 5.52  0.00
H7 3.73 -3.89 4.35  0.00
H8 2.76 -5.34 4.20  0.00
H9 0.29 -5.11 -1.98  0.00
H10 -3.98 4.04 4.90  0.00
H11 -3.26 0.67 -2.04  0.00
H12 -1.77 -0.74 3.72  0.00
H13 -0.62 0.72 -4.62  0.00
H14 -2.82 1.98 -3.14  0.00
H15 2.11 -3.02 5.86  0.00
H16 2.60 -0.34 2.29  0.00
H17 -4.87 1.24 3.86  0.00
H18 -0.70 2.28 -3.79  0.00
H19 -3.55 5.91 2.66  0.00
H20 2.99 -4.98 -5.27  0.00
H21 -4.07 -3.84 -3.08  0.00
H22 1.52 -6.26 -3.76  0.00
H23 5.59 4.56 -0.40  0.00
H24 -2.03 -2.48 -2.93  0.00
H25 5.18 2.35 -1.42  0.00
H26 2.09 -1.40 -3.14  0.00
H27 3.70 -4.69 1.40  0.00
H28 2.00 4.19 1.88  0.00
H29 -3.02 -5.84 0.55  0.00
H30 3.99 5.46 1.26  0.00
H31 -3.73 -0.50 2.56  0.00
H32 -0.97 -4.49 0.72  0.00
H33 3.14 1.09 -0.87  0.00
H34 0.26 4.35 -0.05  0.00
H35 -5.02 4.25 3.51  0.00
H36 3.32 -0.64 4.62  0.00
H37 -0.88 5.94 1.42  0.00
H38 2.52 -3.85 -0.58  0.00
H39 -4.57 -5.52 -1.34  0.00
H40 0.77 2.57 5.85  0.00
H41 1.10 -4.42 5.61  0.00


(3)
Density functional theory data (the ωB97M-V functional and the def2-TZVPD basis) for a structure of composition C52H43CsN6OP2S3.

Total charge = 0
Orbital gap = 7.5 eV
Highest occupied orbital energy = -7.388 eV
LUMO level = 0.13 eV

Each line ends with the Löwdin charge.
Geometry (Å):
Cs1 0.74 -0.82 -0.50  1.09
S1 6.02 1.17 -2.39  1.04
S2 3.23 1.14 1.77  1.03
S3 2.35 2.54 -2.45  1.03
P1 -1.96 -0.31 2.37  0.99
P2 -0.46 2.07 1.31  0.99
O1 3.12 -0.57 -0.28  -0.65
N1 -1.26 1.22 2.61  -0.54
N2 -1.60 -1.54 -2.60  0.09
N3 0.31 -3.33 -2.68  0.02
N4 -0.60 -3.34 -3.74  0.07
N5 -3.16 -0.24 -3.76  0.13
N6 1.78 -3.67 -0.26  0.05
C1 3.25 -6.02 -0.18  -0.06
C2 2.92 0.95 -2.13  -0.52
C3 -3.17 -0.37 3.74  -0.36
C4 -1.46 -2.39 -3.69  -0.30
C5 -1.97 5.66 2.65  -0.08
C6 -3.12 2.01 0.12  -0.11
C7 4.11 2.96 0.23  -0.16
C8 -2.10 2.87 -2.31  -0.08
C9 -4.00 -1.66 -7.04  -0.08
C10 -4.46 0.08 3.47  -0.11
C11 -0.75 1.62 3.93  -0.15
C12 0.29 6.01 1.90  -0.08
C13 -1.25 2.57 -1.26  -0.12
C14 4.00 3.55 1.52  -0.20
C15 5.14 0.24 -1.24  -0.45
C16 -0.72 -1.53 2.95  -0.41
C17 1.54 -2.19 3.52  -0.08
C18 -3.17 -2.79 -7.04  -0.08
C19 -1.86 4.32 2.35  -0.09
C20 -5.13 -0.34 5.73  -0.09
C21 5.93 -0.72 -0.69  -0.11
C22 -1.12 -2.86 3.09  -0.11
C23 -3.48 2.74 -2.15  -0.12
C24 3.71 1.65 0.20  -0.45
C25 3.70 0.52 -0.85  -0.70
C26 1.63 2.07 -3.93  -0.42
C27 -4.01 -0.80 -5.96  -0.02
C28 1.13 -3.50 3.68  -0.09
C29 -0.21 -3.83 3.46  -0.07
C30 0.40 4.66 1.61  -0.09
C31 -3.19 -1.08 -4.87  -0.18
C32 -3.86 -0.81 6.02  -0.08
C33 0.45 -4.47 -2.13  -0.10
C34 -0.68 3.81 1.82  -0.36
C35 3.56 -4.96 0.67  -0.05
C36 1.51 -4.67 -1.10  -0.27
C37 -5.43 0.10 4.45  -0.09
C38 3.53 2.68 2.45  -0.43
C39 2.21 -5.87 -1.08  -0.03
C40 -2.36 -3.05 -5.95  -0.02
C41 -1.74 2.16 -0.03  -0.38
C42 -2.88 -0.83 5.03  -0.09
C43 -2.39 -0.54 -2.69  -0.16
C44 2.79 -3.81 0.59  -0.13
C45 -3.98 2.30 -0.93  -0.08
C46 -0.89 6.51 2.42  -0.09
C47 1.82 0.75 -4.17  -0.18
C48 7.26 -0.71 -1.20  -0.19
C49 7.45 0.26 -2.13  -0.43
C50 2.56 0.11 -3.15  -0.18
C51 -2.36 -2.19 -4.85  -0.08
C52 0.62 -1.21 3.15  -0.13
H1 -6.43 0.46 4.22  0.10
H2 8.03 -1.40 -0.90  0.09
H3 -4.64 0.08 -5.95  0.11
H4 4.27 4.58 1.74  0.10
H5 3.82 -6.93 -0.15  0.11
H6 -4.71 0.40 2.46  0.08
H7 -2.48 0.14 -1.85  0.11
H8 3.00 -2.95 1.22  0.10
H9 -0.53 -4.86 3.56  0.10
H10 -3.52 1.69 1.07  0.06
H11 1.13 6.67 1.72  0.10
H12 -0.18 2.69 -1.41  0.06
H13 3.35 2.87 3.50  0.06
H14 -4.15 3.00 -2.95  0.10
H15 -5.89 -0.33 6.50  0.10
H16 2.58 -1.91 3.66  0.11
H17 -5.05 2.19 -0.78  0.11
H18 0.97 -0.20 2.99  0.05
H19 -4.63 -1.45 -7.89  0.10
H20 4.37 -5.02 1.37  0.10
H21 -0.13 -5.35 -2.41  0.12
H22 -3.73 0.59 -3.71  0.13
H23 -3.62 -1.17 7.01  0.10
H24 5.54 -1.40 0.05  0.11
H25 -2.70 3.65 2.52  0.10
H26 1.33 4.26 1.23  0.08
H27 1.95 -6.66 -1.77  0.11
H28 1.84 -4.26 3.96  0.11
H29 4.52 3.47 -0.63  0.10
H30 -1.37 2.41 4.37  0.08
H31 0.28 2.00 3.86  0.07
H32 1.45 0.24 -5.06  0.10
H33 -2.89 6.05 3.07  0.10
H34 -1.70 3.21 -3.26  0.11
H35 -1.71 -3.91 -5.93  0.11
H36 -3.17 -3.45 -7.89  0.10
H37 -0.73 0.77 4.60  0.06
H38 -2.15 -3.14 2.92  0.11
H39 1.12 2.79 -4.55  0.06
H40 2.82 -0.95 -3.15  0.12
H41 -0.98 7.57 2.65  0.10
H42 -1.90 -1.20 5.26  0.10
H43 8.35 0.48 -2.69  0.06


(4)
Density functional theory data (the ωB97M-V functional and the def2-TZVPD basis) for a structure of composition C52H43MnN2O2P2SiTe.

Total charge = 0
2S+1 = 5
Orbital gap (spin up / spin down) = 7.0 / 5.0 eV
Highest occupied orbital energy (spin up / spin down) = -6.813 / -6.299 eV
LUMO level (spin up / spin down) = 0.24 / -1.29 eV

Each line ends with the Löwdin spin population.
Geometry (Å):
Te1 -1.48 3.23 -2.08  0.01
Mn1 -0.62 -0.77 0.54  3.15
P1 0.47 0.47 -1.19  0.05
P2 -1.39 2.05 0.67  0.24
Si1 -0.80 -3.14 0.40  -0.04
O1 -2.26 -3.36 -0.66  -0.01
O2 -3.41 0.96 -1.54  0.00
N1 1.42 7.17 -2.60  0.00
N2 -2.53 -1.08 -0.80  0.00
C1 -0.24 0.51 -5.76  0.00
C2 1.28 -6.69 -0.44  0.00
C3 -2.44 4.41 1.72  0.01
C4 1.94 5.95 -2.55  0.00
C5 0.09 7.26 -2.53  0.00
C6 -0.65 -0.22 4.64  0.01
C7 -0.75 6.16 -2.39  0.00
C8 4.28 1.93 -0.58  0.00
C9 0.46 -5.75 0.18  0.00
C10 -0.91 1.08 2.17  0.04
C11 0.80 1.25 -5.22  0.00
C12 3.07 -0.46 -1.28  0.00
C13 0.82 -4.24 -1.64  0.00
C14 -0.19 4.89 -2.32  0.01
C15 1.63 -5.18 -2.27  0.00
C16 0.27 0.41 -3.02  0.00
C17 1.19 4.79 -2.42  0.00
C18 4.44 -0.40 -1.13  0.00
C19 -0.04 1.03 4.42  0.01
C20 0.22 -4.51 -0.41  -0.02
C21 -0.10 5.89 1.47  0.00
C22 2.29 0.68 -1.09  0.03
C23 -2.43 5.76 2.06  0.00
C24 -2.86 -2.33 -1.09  0.00
C25 -0.19 1.68 3.22  0.02
C26 5.05 0.79 -0.77  0.00
C27 -1.00 -0.31 -4.94  0.00
C28 -1.54 -3.86 1.99  0.00
C29 -4.01 -2.49 -2.05  0.00
C30 -0.25 2.09 -0.71  0.45
C31 3.75 -1.35 2.76  0.02
C32 -0.74 -0.36 -3.58  0.00
C33 -1.39 -0.81 3.64  0.01
C34 -2.63 -4.60 4.48  0.00
C35 1.25 -1.14 1.38  -0.11
C36 -1.51 -0.18 2.40  0.03
C37 -0.11 4.54 1.14  0.01
C38 -1.26 -4.57 4.30  0.00
C39 -3.45 -0.24 -1.48  0.00
C40 1.06 1.19 -3.86  0.00
C41 -2.92 -3.91 2.19  0.00
C42 -4.52 -1.07 -2.18  0.00
C43 -0.72 -4.20 3.08  0.00
C44 3.20 -0.10 2.46  -0.01
C45 2.90 1.87 -0.73  0.01
C46 1.86 -2.37 1.65  0.01
C47 -1.27 6.50 1.92  0.00
C48 -1.28 3.79 1.25  0.04
C49 3.07 -2.48 2.34  -0.01
C50 -3.47 -4.27 3.42  0.00
C51 1.99 -0.02 1.78  0.00
C52 1.87 -6.41 -1.67  0.00
H1 -1.32 -1.01 -2.93  0.00
H2 0.66 -3.27 -2.11  0.00
H3 0.25 2.66 3.08  0.00
H4 5.04 -1.30 -1.26  0.00
H5 3.73 0.80 2.73  0.00
H6 0.00 -6.00 1.13  0.00
H7 -4.72 -3.22 -1.67  0.00
H8 0.80 4.06 0.78  0.00
H9 -3.34 6.23 2.41  0.00
H10 1.89 1.76 -3.44  0.00
H11 6.13 0.83 -0.63  0.00
H12 1.64 0.98 1.55  0.00
H13 -0.33 8.26 -2.57  0.00
H14 1.42 1.87 -5.86  0.00
H15 3.49 -3.47 2.53  0.00
H16 -1.26 7.56 2.15  0.00
H17 -1.80 -0.91 -5.36  0.00
H18 -2.21 -0.59 1.65  0.01
H19 2.59 -1.40 -1.53  0.00
H20 0.81 6.46 1.35  0.00
H21 2.08 -4.95 -3.23  0.00
H22 4.69 -1.43 3.29  0.00
H23 -4.64 -0.72 -3.20  0.00
H24 -4.54 -4.29 3.55  0.00
H25 0.53 1.49 5.21  0.00
H26 4.75 2.87 -0.29  0.00
H27 -3.59 -3.66 1.37  0.00
H28 -3.06 -4.88 5.44  0.00
H29 1.47 -7.64 0.04  0.00
H30 -0.56 -0.71 5.60  0.00
H31 -3.60 -2.89 -2.98  0.00
H32 -5.46 -0.91 -1.66  0.00
H33 -3.35 3.83 1.81  0.00
H34 1.67 3.82 -2.41  0.00
H35 2.50 -7.14 -2.15  0.00
H36 -0.46 0.57 -6.82  0.00
H37 3.03 5.89 -2.63  0.00
H38 2.30 2.74 -0.52  0.01
H39 -1.82 6.31 -2.30  0.00
H40 -0.60 -4.83 5.13  0.00
H41 -1.89 -1.76 3.82  0.00
H42 0.36 -4.16 2.97  0.00
H43 1.42 -3.29 1.30  0.00


no.,strongest force on any atom (eV/Å)
1,0.43
2,0.70
3,2.30
4,1.83